# 1
Here is a 2-piece molecular cluster, CHNOS2 overall from the OMol25 dataset. Energies are from ωB97M-V/def2-TZVPD.

Computed properties:
SMILES ... O=C=S.N=S
LUMO energy (alpha / beta) ... -1.311 / -1.310 eV
HOMO energy (alpha / beta) ... -8.7 / -8.7 eV
Total energy ... -965.0124 a.u.

Geometry as ORCA input:
```
! wB97M-V def2-TZVPD RIJCOSX def2/J DEFGRID3
* xyz 0 1
C -1.15450 -1.11815 0.06743
N 0.70777 0.83253 -0.16697
O -1.37613 -0.39274 -0.77426
S -0.76321 -2.09283 1.16197
S 0.94004 2.33700 -0.39816
H 1.64603 0.43419 0.10997
*
```

In the Löwdin picture, each atom carries the following charge in e: C -0.981; N -0.520; O 0.073; S 0.799; S 0.633; H -0.005



# 2
Here is C3H2FO2Yb as an isolated structure from the OMol25 dataset. Energies are from ωB97M-V/def2-TZVPD.

Computed properties:
Expectation value of S² ... 0.7533
LUMO energy (alpha / beta) ... -9.914 / -9.999 eV
HOMO energy (alpha / beta) ... -17.9 / -19.5 eV
Total energy ... -1523.8019 a.u.

Geometry as ORCA input:
```
! wB97M-V def2-TZVPD RIJCOSX def2/J DEFGRID3
* xyz 2 2
O 0.12866 1.23291 -0.52893
H -0.73434 -2.29453 1.24874
O 0.73221 -0.95481 0.89663
C -0.34621 -1.48054 0.61243
C -1.37131 -0.64394 -0.12877
C -0.91864 0.79268 -0.18468
F -2.62328 -0.82275 0.31297
Yb 2.33168 0.38633 -0.03391
H -1.14009 -1.15782 -1.13665
*
```

In the Löwdin picture, each atom carries the following charge in e: O 0.005; H 0.191; O -0.099; C -0.030; C -0.270; C 0.064; F 0.124; Yb 1.792; H 0.224



# 3
Here is a 2-piece molecular cluster, C3H4Br2N2O3 overall from the OMol25 dataset. Energies are from ωB97M-V/def2-TZVPD.

Computed properties:
SMILES ... [O-]/[N+](O)=C(\Br)CBr.N=C=O
LUMO energy ... 0.004 eV
HOMO energy ... -9.3 eV
Total energy ... -5599.8218 a.u.

Geometry as ORCA input:
```
! wB97M-V def2-TZVPD RIJCOSX def2/J DEFGRID3
* xyz 0 1
C 0.01689 -0.20455 1.97902
C 0.92740 1.15056 -1.16480
C 0.30353 -0.15366 -0.59629
N 0.19282 -1.31467 2.45935
N -0.95973 -0.45999 -0.50403
O -1.57375 -1.40557 -0.01516
O -0.26724 0.93099 1.94844
O -1.76065 0.66739 -0.89736
Br 2.61939 1.37384 -0.44757
Br 1.34854 -1.68132 -0.51169
H 0.94561 1.03373 -2.33221
H 0.25389 1.93978 -0.91517
H -2.67022 0.28744 -1.20962
H 0.62352 -2.16393 2.20710
*
```

In the Löwdin picture, each atom carries the following charge in e: C -0.471; C -0.675; C -0.781; N 0.201; N -0.393; O -0.016; O 0.144; O 0.020; Br 0.728; Br 0.863; H 0.120; H 0.048; H 0.177; H 0.038



# 4
Here is C4H13N2O2 as an isolated structure from the OMol25 dataset. Energies are from ωB97M-V/def2-TZVPD.

Computed properties:
LUMO energy ... 4.163 eV
HOMO energy ... -4.2 eV
Total energy ... -420.1931 a.u.

Geometry as ORCA input:
```
! wB97M-V def2-TZVPD RIJCOSX def2/J DEFGRID3
* xyz -1 1
C -0.06489 1.30319 0.69829
C 0.84960 0.22423 1.23971
C 0.15305 -1.02609 1.84034
O -0.99758 -1.52508 1.22688
N -0.89431 1.04441 -0.45976
C -0.23366 1.16546 -1.71918
N 0.77769 0.17582 -2.06572
H -0.76260 1.45153 1.50197
H 0.47401 2.25152 0.53230
H 1.64177 -0.15396 0.60538
H 1.30703 0.61967 2.12296
H 0.91423 -1.84755 1.88180
H -0.10631 -0.81212 2.87701
H -1.26535 0.12327 -0.41767
H -0.96193 1.19464 -2.51020
H 0.16321 2.16391 -1.76030
H 0.30880 -0.73377 -1.92834
H 1.43682 0.20092 -1.34246
H -1.01136 -1.53040 0.01771
H -0.71024 -2.60726 -1.15521
O -1.01796 -1.68232 -1.18552
*
```

In the Löwdin picture, each atom carries the following charge in e: C -0.239; C -0.197; C -0.362; O -0.248; N -0.061; C -0.351; N 0.004; H 0.099; H 0.109; H 0.080; H 0.081; H 0.094; H 0.081; H 0.047; H 0.091; H 0.084; H 0.021; H -0.002; H -0.031; H -0.001; O -0.298



| no. | strongest force on any atom (Eh/bohr) |
| --- | --- |
| 1 | 0.05323 |
| 2 | 0.08098 |
| 3 | 0.07652 |
| 4 | 0.03402 |